# C5H5NO

The molecule C5H5NO (ωB97M-V with the def2-TZVPD basis set, OMol25).

The geometry in XYZ format:
```
12
Properties=species:S:1:pos:R:3:forces:R:3:mulliken_charge:R:1
O 1.910 -1.549 0.657 0.5 0.5 0.8 -0.4340
C -0.166 1.397 0.861 -0.1 1.7 1.0 -0.5499
C 0.295 1.163 -0.508 1.1 0.2 -0.5 -0.3796
C -0.488 -0.138 -0.603 -0.6 -1.9 -1.9 0.0007
C -0.983 0.189 0.796 -0.3 -0.7 0.9 -0.3720
C 1.056 -1.521 -0.127 2.5 -1.7 1.2 0.5665
N 0.238 -1.648 -0.985 -2.9 2.8 -0.8 -0.4811
H 0.053 2.013 -1.151 -0.2 -0.2 -0.3 0.3459
H 1.383 1.172 -0.506 0.3 -0.3 -0.2 0.2854
H -1.237 -0.195 -1.380 -0.2 0.3 0.0 0.3832
H -0.755 -0.415 1.672 0.1 -0.6 0.0 0.2913
H -2.037 0.433 0.951 -0.2 -0.1 -0.3 0.3438
```
Forces are in eV/Å.

Summary:
E_tot ... -8797.8916 eV
Orbital gap ... 8.53 eV
Energy relative to the best compared isomer or geometry (same formula, charge and spin) ... 127.5 kcal per mole